No. 1
# C38H69Br26NO2

C38H69Br26NO2 as an isolated structure (the ωB97M-V functional and the def2-TZVPD basis, the Open Molecules 2025 dataset).

As for the charge: 0. The orbital gap is 0.285 Eh. For the LUMO energy, the calculation gives 0.1 eV. The maximum force comes out at 3.84 eV/A.

Last column: Mulliken charge in e.
Geometry (Å):
O (-1.0175, -2.0764, 2.7295)  -0.498
C (-0.0064, -1.4619, 2.5896)  -0.018
O (0.1111, -0.0626, 2.7552)  -0.419
C (1.4284, 0.2467, 3.2455)  -0.299
C (2.4328, -0.7445, 2.5298)  -0.745
C (1.4405, -1.9803, 2.2493)  2.677
C (1.6612, -2.7804, 0.9198)  -0.574
C (1.3210, -4.3116, 1.0272)  0.728
C (2.5665, -5.2615, 1.2038)  -0.902
C (3.7054, -4.6916, 2.1144)  -1.031
N (3.3634, -4.5974, 3.5425)  1.027
C (2.2035, -4.9302, 4.2397)  -0.205
C (2.4656, -4.5606, 5.6245)  -1.302
C (3.8640, -4.0127, 5.7185)  -0.945
C (4.3688, -4.0798, 4.3580)  -0.612
H (1.5011, -0.0518, 4.3241)  -0.001
H (1.7908, 1.2666, 2.9861)  0.470
H (3.2148, -1.2306, 3.1639)  0.236
H (2.6953, -0.4408, 1.4858)  0.428
H (1.6550, -2.6164, 3.1606)  -1.678
H (0.9490, -2.3410, 0.1596)  0.060
H (2.6827, -2.5636, 0.5037)  0.119
H (0.8309, -4.6027, 0.0325)  -0.187
H (0.5337, -4.4617, 1.8088)  -0.275
H (2.9892, -5.4997, 0.1896)  0.500
H (2.1722, -6.2469, 1.5921)  0.269
H (4.0429, -3.7070, 1.6848)  0.410
H (4.5916, -5.3846, 2.0193)  0.463
H (1.2906, -5.3499, 3.7782)  0.318
H (1.7520, -4.6555, 6.4628)  0.732
H (4.3560, -3.6470, 6.6386)  0.470
H (5.3904, -3.7582, 4.0756)  0.348
Br (3.6799, -2.7881, -2.1719)  -0.106
C (2.9408, -3.9501, -3.5459)  -0.639
C (1.4675, -4.1739, -3.3276)  -0.538
Br (1.1511, -5.4546, -1.8898)  -0.138
H (3.5220, -4.8694, -3.5356)  0.391
H (3.1152, -3.4259, -4.4852)  0.376
H (1.0119, -4.6218, -4.2102)  0.373
H (0.9287, -3.2647, -3.0685)  0.305
Br (-0.8540, 0.0587, -1.1258)  -0.062
C (-2.3394, 0.4137, 0.0874)  -0.547
C (-3.2350, 1.4971, -0.4500)  -0.455
Br (-2.4449, 3.2600, -0.2074)  -0.020
H (-1.9080, 0.6544, 1.0547)  0.228
H (-2.8788, -0.5308, 0.1601)  0.399
H (-4.1731, 1.5288, 0.1038)  0.438
H (-3.4490, 1.3901, -1.5117)  0.109
Br (-1.3715, 0.1661, -5.6544)  -0.167
C (-2.8680, 0.5038, -4.4559)  -0.191
C (-3.7884, 1.5552, -5.0233)  -0.683
Br (-3.0304, 3.3354, -4.8093)  -0.049
H (-2.4462, 0.7750, -3.4900)  -0.103
H (-3.3842, -0.4521, -4.3660)  0.385
H (-4.7311, 1.5785, -4.4765)  0.329
H (-3.9932, 1.4216, -6.0831)  0.481
Br (-4.0355, -5.0905, 4.4939)  -0.154
C (-3.1890, -4.7839, 2.7651)  -0.299
C (-3.1628, -6.0445, 1.9393)  0.203
Br (-1.7721, -7.2662, 2.5514)  -0.158
H (-2.1996, -4.3769, 2.9639)  0.005
H (-3.7987, -4.0217, 2.2811)  0.366
H (-2.9066, -5.8195, 0.9038)  0.417
H (-4.1002, -6.5964, 1.9651)  -0.354
Br (0.8801, 5.7155, -4.3676)  -0.114
C (-0.0683, 5.7487, -6.0701)  -0.344
C (-0.6758, 7.1009, -6.3385)  -0.403
Br (-2.2946, 7.3724, -5.2886)  -0.152
H (-0.8034, 4.9469, -6.0379)  0.163
H (0.6876, 5.5143, -6.8199)  0.366
H (-0.9956, 7.1756, -7.3771)  0.108
H (-0.0067, 7.9274, -6.1090)  0.369
Br (-5.3060, 5.7654, 1.9020)  -0.135
C (-4.7947, 7.2362, 0.7301)  -0.067
C (-5.5190, 7.1678, -0.5877)  -0.583
Br (-4.7555, 5.8054, -1.7560)  -0.129
H (-3.7144, 7.1967, 0.6267)  -0.212
H (-5.0718, 8.1404, 1.2726)  0.370
H (-5.4070, 8.1039, -1.1344)  0.341
H (-6.5770, 6.9372, -0.4840)  0.393
Br (-1.1399, 6.8577, 0.1953)  -0.079
C (-0.3348, 6.9952, 1.9627)  -0.507
C (-1.1535, 7.8758, 2.8711)  -0.515
Br (-0.8879, 9.7616, 2.4602)  -0.130
H (0.6834, 7.3517, 1.8195)  0.301
H (-0.3076, 5.9739, 2.3426)  0.335
H (-0.8320, 7.7629, 3.9061)  0.368
H (-2.2225, 7.6844, 2.8046)  0.241
Br (0.0819, -2.6441, 9.3826)  -0.164
C (0.5961, -1.1617, 8.2272)  -0.631
C (-0.0977, -1.2412, 6.8928)  -0.704
Br (0.7288, -2.5965, 5.7522)  0.176
H (1.6811, -1.1831, 8.1483)  0.348
H (0.2927, -0.2640, 8.7651)  0.409
H (0.0100, -0.3023, 6.3480)  0.348
H (-1.1540, -1.4901, 6.9710)  0.439
Br (3.0596, 8.5413, -0.5826)  -0.155
C (2.1131, 8.5964, -2.2856)  -0.293
C (1.5310, 9.9617, -2.5454)  -0.543
Br (-0.0769, 10.2494, -1.4883)  -0.123
H (1.3628, 7.8096, -2.2569)  -0.009
H (2.8640, 8.3497, -3.0360)  0.370
H (1.2103, 10.0512, -3.5832)  0.310
H (2.2159, 10.7736, -2.3108)  0.392
Br (4.2973, -6.5788, 5.7302)  0.189
C (5.0212, -8.3144, 6.2759)  -0.675
C (4.9790, -8.4749, 7.7733)  -0.609
Br (6.4025, -7.4596, 8.6362)  -0.160
H (6.0266, -8.3855, 5.8651)  0.364
H (4.3831, -9.0563, 5.7938)  0.350
H (5.1605, -9.5117, 8.0555)  0.366
H (4.0414, -8.1424, 8.2137)  0.349
Br (-5.4387, -11.3824, 1.3269)  -0.127
C (-5.2963, -10.0545, 2.7450)  -0.337
C (-6.4459, -9.0812, 2.7025)  -0.615
Br (-6.2144, -7.7737, 1.2767)  -0.156
H (-4.3247, -9.5762, 2.6358)  0.137
H (-5.3131, -10.6262, 3.6724)  0.336
H (-6.4862, -8.4953, 3.6206)  0.334
H (-7.4090, -9.5597, 2.5400)  0.396
Br (0.7737, 7.7711, -9.9325)  -0.133
C (0.0353, 6.5930, -11.2961)  -0.555
C (-1.4445, 6.3895, -11.0985)  -0.611
Br (-1.7997, 5.1452, -9.6409)  -0.126
H (0.6048, 5.6673, -11.2581)  0.368
H (0.2308, 7.0960, -12.2428)  0.338
H (-1.8893, 5.9288, -11.9801)  0.351
H (-1.9768, 7.3092, -10.8669)  0.376
Br (4.9626, 3.6800, -4.3637)  -0.146
C (4.2358, 2.4989, -5.7316)  -0.584
C (2.7630, 2.2592, -5.5233)  -0.244
Br (2.4473, 0.9923, -4.0785)  -0.055
H (4.8264, 1.5858, -5.7088)  0.371
H (4.4099, 3.0163, -6.6750)  0.372
H (2.3209, 1.7977, -6.4064)  0.336
H (2.2106, 3.1640, -5.2770)  -0.061

---

No. 2
# C38H69Br2Cl17I2O10P2S

C38H69Br2Cl17I2O10P2S as an isolated structure (the ωB97M-V functional and the def2-TZVPD basis, the Open Molecules 2025 dataset).

As for the charge: 0. The orbital gap is 0.302 Eh. For the LUMO energy, the calculation gives 0.0 eV. The maximum force comes out at 2.69 eV/A.

Last column: Mulliken charge in e.
Geometry (Å):
C (8.7776, 0.5432, 1.1048)  -0.869
C (7.5517, 0.7146, 2.0350)  -0.245
C (6.3870, 1.4343, 1.3703)  -0.870
C (5.0304, 1.1803, 2.0754)  -1.520
C (4.1388, 0.1236, 1.3742)  -0.560
O (5.1220, -0.8087, 0.9573)  -0.502
C (3.2049, 0.5643, 0.1017)  1.703
Cl (3.2514, -1.0276, -0.7660)  0.024
C (3.8966, 1.6682, -0.6924)  -0.566
Br (4.1437, 3.4004, 0.1495)  -0.127
C (4.3405, 1.6281, -1.9637)  0.639
C (4.2673, 0.4910, -2.9442)  -0.214
Br (5.2055, 3.1136, -2.8116)  -0.180
C (1.6512, 0.8493, 0.5062)  1.152
C (1.1253, 2.2293, -0.0106)  -0.779
C (1.0778, 3.4894, 0.8633)  -1.640
C (0.7787, 4.6967, -0.0478)  -1.269
C (-0.6475, 4.6977, -0.5839)  0.508
O (-0.9377, 5.2204, -1.6559)  -0.591
O (-1.6336, 4.0431, 0.1304)  -0.462
C (0.6510, -0.0858, -0.3380)  -3.126
I (0.3069, -2.1625, 0.1372)  0.259
C (0.7471, 0.2107, -1.8937)  0.455
C (-0.5259, 0.9242, -2.4078)  -1.335
I (0.8600, -1.5702, -3.1536)  0.168
C (1.2903, 0.7054, 2.0126)  1.080
C (-0.2497, 0.9330, 2.2911)  -1.455
C (-0.9763, -0.2230, 2.9777)  -0.510
C (-2.5077, 0.0269, 2.8445)  -0.858
C (-3.2684, -1.2336, 2.4631)  -0.706
O (-2.8112, -2.3519, 3.1970)  -0.393
P (2.1641, 1.8323, 3.2928)  -0.276
P (1.6444, 1.0754, 5.2649)  0.998
O (1.2317, -0.3263, 5.3875)  -0.627
O (0.5602, 2.0713, 5.8780)  -0.439
O (2.9644, 1.3191, 6.1250)  -0.572
O (1.6189, -0.5859, 2.5710)  -0.120
S (3.1865, -0.9664, 2.5817)  1.745
O (3.2537, -2.3216, 2.1338)  -0.777
O (3.7961, -0.8257, 3.8744)  -0.754
H (9.6521, 1.0049, 1.5534)  0.348
H (8.5640, 1.0132, 0.1486)  0.349
H (8.9893, -0.5093, 0.9609)  -0.103
H (7.2553, -0.2834, 2.3573)  0.133
H (7.8516, 1.2411, 2.9387)  0.538
H (6.3405, 1.2708, 0.2983)  0.273
H (6.5685, 2.5017, 1.5010)  0.381
H (5.3236, 0.7373, 3.0281)  0.768
H (4.5654, 2.1073, 2.3523)  0.586
H (5.4692, -1.2075, 1.7646)  0.621
H (4.9839, -0.2708, -2.6498)  0.588
H (3.2846, 0.0655, -3.0916)  -0.005
H (4.5927, 0.8282, -3.9272)  -0.502
H (1.5583, 2.4969, -0.9708)  1.545
H (0.0726, 2.1397, -0.2532)  0.171
H (1.9382, 3.7417, 1.4616)  0.711
H (0.2265, 3.4354, 1.5385)  0.073
H (1.4140, 4.6998, -0.9255)  0.278
H (0.8732, 5.5972, 0.5580)  0.537
H (-1.6411, 4.3262, 1.0509)  0.352
H (-0.3587, 0.2357, -0.1499)  1.327
H (1.5986, 0.8246, -2.1484)  -0.276
H (-1.1674, 0.2670, -2.9797)  0.432
H (-0.2666, 1.7370, -3.0830)  0.407
H (-1.1403, 1.3473, -1.6131)  0.323
H (-0.7882, 1.2580, 1.4054)  -0.018
H (-0.3840, 1.7660, 2.9767)  0.706
H (-0.7779, -0.2768, 4.0402)  0.400
H (-0.7934, -1.1933, 2.5396)  0.137
H (-2.8952, 0.3729, 3.8030)  0.354
H (-2.7221, 0.8206, 2.1288)  0.388
H (-3.1956, -1.4194, 1.3889)  0.404
H (-4.3254, -1.0748, 2.7041)  0.371
H (-2.7023, -3.0903, 2.5931)  0.120
H (1.5256, 3.0824, 3.3533)  0.153
H (-0.0117, 1.5645, 6.4721)  0.252
H (3.2661, 0.4442, 6.4006)  0.368
Cl (-5.9076, -4.0304, 3.8335)  -0.192
C (-6.0693, -3.8391, 2.0684)  -0.093
C (-5.4560, -4.9872, 1.3135)  0.112
Cl (-3.6736, -5.0194, 1.4422)  -0.200
H (-5.6147, -2.8900, 1.7915)  0.286
H (-7.1350, -3.7889, 1.8479)  -0.001
H (-5.6888, -4.8979, 0.2549)  -0.220
H (-5.8323, -5.9423, 1.6700)  0.383
Cl (3.0051, 2.0413, -7.2248)  -0.182
C (4.7300, 2.4482, -7.4101)  -0.345
C (5.5989, 1.2184, -7.4610)  -0.538
Cl (5.6407, 0.3739, -5.8892)  -0.139
H (5.0123, 3.0981, -6.5851)  0.300
H (4.8283, 3.0048, -8.3401)  0.306
H (6.6232, 1.4982, -7.7000)  0.386
H (5.2534, 0.5121, -8.2024)  0.274
Cl (-2.6130, 0.8833, 7.4354)  -0.168
C (-2.6982, 2.6449, 7.6935)  -0.466
C (-3.5315, 3.3368, 6.6462)  -0.564
Cl (-2.7502, 3.2747, 5.0479)  -0.092
H (-1.6811, 3.0295, 7.7010)  0.292
H (-3.1351, 2.8058, 8.6776)  0.365
H (-3.6487, 4.3863, 6.9111)  0.343
H (-4.5190, 2.8926, 6.5533)  0.314
Cl (-8.6055, -3.0820, 0.0698)  -0.127
C (-10.2774, -3.3993, -0.4624)  -0.589
C (-11.0960, -4.0671, 0.6122)  0.212
Cl (-10.5564, -5.7392, 0.9294)  -0.213
H (-10.2313, -4.0041, -1.3648)  0.355
H (-10.7146, -2.4356, -0.7190)  0.341
H (-12.1369, -4.1248, 0.2962)  0.376
H (-11.0499, -3.5192, 1.5454)  -0.392
Cl (5.4439, 1.1013, -10.5169)  -0.169
C (5.6159, 1.7299, -12.1771)  -0.485
C (5.5825, 3.2355, -12.2133)  -0.516
Cl (3.9754, 3.8809, -11.7958)  -0.170
H (4.8235, 1.2973, -12.7821)  0.336
H (6.5722, 1.3738, -12.5563)  0.301
H (5.8161, 3.5826, -13.2183)  0.340
H (6.3049, 3.6647, -11.5236)  0.325
Cl (-9.3569, -2.7852, -4.0689)  -0.187
C (-7.6363, -2.3164, -4.1155)  -0.444
C (-6.7182, -3.4880, -3.8826)  -0.540
Cl (-6.8230, -4.0934, -2.2093)  -0.105
H (-7.4821, -1.5375, -3.3731)  0.301
H (-7.4501, -1.8962, -5.1022)  0.345
H (-5.6865, -3.1814, -4.0477)  0.285
H (-6.9435, -4.3122, -4.5545)  0.325
Cl (-10.5355, -3.6998, 4.6960)  -0.168
C (-10.7730, -1.9627, 5.0097)  -0.406
C (-11.6990, -1.3365, 4.0007)  -0.514
Cl (-10.9577, -1.2788, 2.3806)  -0.167
H (-9.7973, -1.4835, 5.0060)  0.305
H (-11.2004, -1.8704, 6.0068)  0.314
H (-11.9251, -0.3106, 4.2865)  0.338
H (-12.6350, -1.8838, 3.9234)  0.314
Cl (9.6114, -3.0584, 0.6241)  -0.222
C (7.9368, -3.4859, 0.1773)  0.231
C (7.8687, -4.2515, -1.1175)  -0.461
Cl (8.3084, -3.2411, -2.5186)  -0.189
H (7.3590, -2.5651, 0.1234)  -0.338
H (7.5389, -4.0958, 0.9866)  0.359
H (6.8501, -4.5985, -1.2821)  0.297
H (8.5303, -5.1136, -1.1046)  0.359

---

Which electronic energy belongs to each record? In order, -68618.84936; -16889.22787 a.u..